# 1
A single C15H20N2O4 molecule. Source: the OMol25 dataset; level of theory: ωB97M-V/def2-TZVPD.

ΔE to the lowest compared entry with this formula, charge and spin (kcal/mol): 69.46
Frontier orbital gap (hartree): 0.341
SMILES: Cc1occc1C(=O)N1CCN(C(=O)[C@@H]2CCCO2)CC1

ORCA input file:
```
! wB97M-V def2-TZVPD RIJCOSX def2/J DEFGRID3
* xyz 0 1
H 5.016 3.865 0.417
C 2.771 1.532 0.289
C -0.224 0.995 0.509
C 3.278 3.550 -0.771
H 3.114 4.625 -0.649
H 4.412 1.937 1.627
H -5.794 -1.049 -0.753
C -4.015 -2.029 -1.492
C 4.261 1.821 0.531
C -2.282 -2.073 0.317
H 3.221 3.290 -1.842
H 0.211 1.685 -0.254
C 4.607 3.124 -0.244
C 2.079 0.730 1.426
H -1.492 0.126 -0.878
H -2.603 -2.321 -4.382
H -1.129 1.480 0.905
C -2.817 -2.276 -3.330
H -0.762 0.262 2.991
O 2.295 2.862 0.022
C -1.945 -2.341 -2.272
C -0.719 -0.242 -0.211
H 4.909 0.996 0.207
H -5.974 -2.778 -0.889
H 5.321 2.970 -1.052
N 0.693 0.618 1.557
O -4.066 -2.031 -2.860
H 0.775 -0.459 3.452
H -1.001 -2.120 2.666
H -0.895 -2.582 -2.348
H -5.029 -2.113 0.386
O -2.758 -2.907 1.062
H 0.101 -0.677 -0.824
H 0.465 -2.187 1.647
C 0.116 -0.282 2.584
C -0.401 -1.558 1.927
C -5.266 -1.993 -0.638
N -1.205 -1.272 0.723
H 2.681 0.971 -0.602
O 2.780 -0.007 2.130
C -2.729 -2.139 -1.085
*
```

Here are the natural (NBO) charges for atoms 1 to 6, given in e: H 0.21; C 0.01; C -0.23; C -0.07; H 0.20; H 0.23

***

# 2
A molecular structure, C15H20N3PdS2. Source: the OMol25 dataset; level of theory: ωB97M-V/def2-TZVPD.

Frontier orbital gap (hartree): 0.303

ORCA input file:
```
! wB97M-V def2-TZVPD RIJCOSX def2/J DEFGRID3
* xyz 1 1
C 0.722 -2.792 -0.035
C -0.279 3.329 -2.826
H -1.338 -2.793 1.546
S -0.351 -0.091 2.590
S 2.209 3.955 -0.701
C 1.062 2.681 -0.780
H -2.315 -1.312 3.256
Pd -0.025 0.337 0.182
H -2.812 1.500 -4.124
H -2.945 -2.318 1.070
C -1.954 -0.893 2.317
H -2.610 -0.064 2.047
H -2.110 -1.097 -0.626
C -2.002 1.801 -3.476
C -1.314 2.994 -3.674
C 1.179 1.815 0.273
H 2.468 1.680 2.082
C 0.797 -1.494 2.821
H 3.664 3.845 1.238
H 2.543 -2.420 2.015
N -1.358 -1.420 -0.032
H 2.527 -0.662 1.873
C 2.847 3.334 0.753
H -1.590 3.657 -4.483
H 0.209 -2.410 2.858
C -1.622 0.994 -2.427
H 2.185 -1.356 -0.223
N 1.423 -1.581 0.401
C -1.932 -1.939 1.228
H -2.122 0.049 -2.257
C 1.912 -1.557 1.777
H 1.338 -3.404 -0.696
H 1.253 -1.371 3.802
C 0.046 2.466 -1.784
N -0.625 1.307 -1.593
C 2.211 2.196 1.168
H -1.156 -3.353 -0.928
H -0.339 -2.014 -1.746
H 0.271 4.251 -2.953
C -0.574 -2.439 -0.769
H 0.508 -3.411 0.838
*
```

Here are the natural (NBO) charges for atoms 1 to 6, given in e: C -0.24; C -0.23; H 0.20; S 0.32; S 0.49; C -0.36

***

# 3
A molecular structure, C15H21B2F4N6O9V. Source: the OMol25 dataset; level of theory: ωB97M-V/def2-TZVPD.

ΔE to the lowest compared entry with this formula, charge and spin (kcal/mol): 46.48
Frontier orbital gap (alpha / beta) (hartree): 0.135 / 0.135

ORCA input file:
```
! wB97M-V def2-TZVPD RIJCOSX def2/J DEFGRID3
* xyz 2 1
F -0.853 4.028 1.358
H 1.727 1.106 5.134
N -1.034 -1.485 0.491
O -2.084 2.075 1.042
H -2.462 -3.626 0.961
B -0.455 -2.963 -1.300
F 0.817 -3.342 -1.711
C 2.268 -0.766 -1.027
N -1.891 0.771 0.786
H -4.152 -0.313 2.729
F 0.268 1.985 1.140
N -0.508 -0.587 -1.783
C -0.137 0.233 -2.930
H 0.912 2.207 4.001
H -4.870 -0.261 1.127
C -2.761 -0.109 1.133
O -0.943 -1.786 -2.118
V -0.130 0.144 -0.151
H -1.181 2.622 -4.262
H 0.195 -0.797 3.420
H -0.241 0.642 2.766
F -1.393 -3.926 -1.442
C -0.337 1.693 -2.554
H -3.442 -2.710 2.151
H 2.972 3.119 4.784
H -4.240 1.234 1.854
N -0.429 1.832 -1.290
C 2.081 -0.742 -2.372
C -4.080 0.165 1.750
H -3.917 -2.745 0.456
H -0.526 -1.227 -4.447
C -0.742 -0.183 -4.243
O -0.271 -2.541 0.149
O 2.863 -2.153 -4.215
O -0.634 3.039 -0.735
O 1.748 0.052 -0.129
O 3.461 -2.178 0.544
O 1.355 0.098 -3.113
B -0.838 2.856 0.716
H 2.444 -0.359 3.293
H 3.846 1.849 4.206
C -2.254 -1.515 0.879
C -0.367 2.782 -3.554
N 0.458 -0.091 2.743
C -3.057 -2.732 1.130
H -0.335 0.436 -5.039
N 2.991 2.392 4.066
H 2.181 0.901 2.107
O 3.893 -3.868 -1.939
C 3.397 -2.831 -1.838
H -1.826 -0.054 -4.212
H 3.065 2.856 3.158
H -0.488 3.744 -3.065
C 1.750 1.520 4.127
C 3.086 -1.887 -0.534
C 1.777 0.461 3.023
C 2.752 -1.841 -3.093
H 0.567 2.774 -4.122
*
```

Here are the natural (NBO) charges for atoms 1 to 6, given in e: F -0.48; H 0.24; N -0.16; O -0.48; H 0.29; B 1.25